1.
An isolated molecule of C25H28N4O4S, computed with ωB97M-V/def2-TZVPD.

```
62
Properties=species:S:1:pos:R:3:forces:R:3
S 5.0785 -0.1598 1.1908 -0.120 0.193 -0.514
O 5.3415 0.7237 2.2793 -0.203 0.206 -0.061
O -2.5330 2.3864 2.5219 -0.058 -0.135 0.163
O 5.3646 -1.5476 1.3244 -0.039 -0.077 -0.240
O -3.5604 0.4441 0.2695 -0.076 -0.049 0.088
N 5.7501 0.3835 -0.2420 -0.487 -0.535 0.871
N -1.4032 0.0664 0.8366 0.293 -0.164 0.126
N 3.4539 0.0147 0.8146 0.558 -0.038 0.223
N -2.5315 3.1983 0.4150 0.033 0.259 -0.034
C 2.6035 0.9842 1.3064 -0.473 0.391 0.297
C 2.7930 -0.6579 -0.1910 -0.516 -0.405 -0.581
C 1.4962 -0.1094 -0.3140 0.595 -0.177 0.022
C 2.3797 -2.1538 -1.9716 0.119 -0.004 0.034
C 5.6421 1.8189 -0.3732 -0.124 0.446 0.022
C -2.8761 -1.8138 0.5556 -0.221 -0.340 -0.024
C -4.4177 -3.6360 0.8802 0.087 -0.001 -0.021
C -3.6395 4.1105 0.6440 -0.270 0.160 0.320
C -3.7087 -6.0283 0.6089 -0.020 -0.008 -0.065
C -4.2607 4.2852 -0.7371 0.155 0.048 0.033
C 0.2529 1.7917 0.9610 -0.449 0.077 0.043
C 7.0729 -0.1448 -0.5018 0.338 -0.321 0.063
C -1.8726 -2.7340 0.2625 -0.094 0.186 0.060
C -2.1314 2.3514 1.3740 0.191 0.229 0.045
C -3.0467 4.1663 -1.6566 -0.053 -0.094 0.050
C -2.1482 -4.0883 0.2831 -0.048 -0.072 0.023
C 1.3915 0.9348 0.6788 0.560 -0.106 0.178
C -4.1548 -2.2818 0.8498 0.100 0.168 -0.028
C -2.6727 -0.3420 0.5401 0.058 -0.047 -0.144
C 1.1095 -1.5990 -2.1371 -0.121 -0.006 -0.068
C 0.6581 -0.5795 -1.3257 0.055 0.010 -0.044
C -2.2432 3.0463 -0.9993 0.269 -0.195 -0.462
C -1.0273 1.3941 0.9844 0.285 0.225 0.050
C -3.4167 -4.5601 0.6003 0.063 0.072 -0.001
C 3.2456 -1.6842 -1.0038 -0.003 -0.074 -0.076
H 0.4756 2.8162 1.2199 -0.134 0.151 0.033
H -4.1035 -6.3329 -0.3611 -0.026 -0.091 -0.027
H 2.6929 -2.9556 -2.6228 0.051 -0.073 -0.044
H -4.7834 5.2333 -0.8428 -0.068 -0.002 0.011
H -2.5972 2.0665 -1.3407 0.067 0.048 -0.034
H -3.2555 5.0606 1.0336 -0.127 -0.037 0.024
H -4.9298 -1.5608 1.0613 -0.066 0.064 0.006
H 6.2546 2.3413 0.3693 0.004 0.036 -0.078
H 0.4682 -1.9770 -2.9195 -0.057 -0.025 -0.069
H 5.9560 2.1062 -1.3756 -0.046 -0.036 -0.003
H -5.4115 -3.9844 1.1217 -0.100 -0.034 0.045
H 7.8439 0.3701 0.0815 0.033 -0.004 -0.038
H -4.3172 3.6800 1.3828 0.048 0.085 -0.024
H 7.2915 -0.0404 -1.5645 -0.023 0.009 0.033
H -2.8067 -6.6039 0.8019 0.019 -0.083 0.019
H -1.1698 3.1240 -1.1906 -0.120 -0.032 -0.049
H 2.9471 1.6121 2.1042 0.001 0.174 0.169
H 7.0632 -1.1972 -0.2312 0.218 -0.031 -0.144
H -3.3135 3.9317 -2.6849 0.058 0.017 -0.047
H 4.6006 2.0987 -0.2307 -0.022 0.205 -0.097
H -4.4533 -6.2704 1.3636 -0.031 -0.073 0.040
H -2.4757 5.0959 -1.6449 0.021 0.032 -0.031
H 4.2341 -2.0905 -0.8688 0.080 -0.115 -0.060
H -0.3184 -0.1459 -1.4796 -0.073 0.034 -0.006
H -1.3623 -4.7919 0.0480 0.074 -0.075 -0.017
H -0.6842 -0.6260 0.9931 -0.193 0.013 0.054
H -0.8794 -2.4097 -0.0165 0.089 0.033 -0.010
H -4.9555 3.4693 -0.9350 -0.062 -0.013 -0.003
```
Forces are in eV/Å.

As for the SMILES: Cc1ccc(C(=O)N/C(=C\c2cn(S(=O)(=O)N(C)C)c3ccccc23)C(=O)N2CCCC2)cc1. Its multiplicity is 1. As for the strongest force on any atom: 1.13 eV/A. For the frontier orbital gap, the calculation gives 8.51 eV. The value obtained for the energy above the lowest of the compared OMol25 structures with the same formula, charge and spin is 25.5 kcal/mol. Its calculated total energy is -51365.6956 eV. For the highest occupied orbital energy, the calculation gives -8.06 eV.

Atomic partial charges in e from the Mulliken method, atoms 1 to 4: S 1.283; O -0.717; O -0.707; O -0.679

---

2.
An isolated molecule of C25H28N4O5S, computed with ωB97M-V/def2-TZVPD.

```
63
Properties=species:S:1:pos:R:3:forces:R:3
S 5.9278 -0.1411 0.3134 -0.558 0.936 0.407
O 4.0594 -0.3129 2.2464 -1.706 3.778 -2.441
O 0.9735 2.0964 0.3070 -0.042 -1.581 -0.522
O -1.0864 -5.0285 -0.3916 -3.764 -9.944 1.125
O -2.3435 1.3245 -2.5150 4.012 0.363 4.250
O 1.9828 -1.4838 -0.3715 -0.295 -4.229 -1.502
N 0.0777 0.2188 -0.4650 -0.840 -1.839 -3.038
N 4.9715 1.6477 -1.1916 0.240 7.550 -8.738
N 3.6419 1.5178 0.4448 6.368 -12.332 9.272
N -1.3416 3.0074 -1.2686 5.890 -2.934 3.487
C 4.8065 1.1656 -0.1371 -3.152 -2.805 5.895
C -2.4868 3.8495 -0.9940 4.438 -2.443 -19.242
C 3.3755 0.6589 1.8115 0.659 -1.182 0.040
C -1.3314 1.7040 -1.7002 -5.071 2.341 -7.035
C -1.6231 -1.5528 -0.5015 1.623 -3.992 0.037
C -2.5330 -5.5540 -0.3421 3.814 -1.247 -7.586
C 6.1394 1.5768 -1.8242 1.274 -7.314 3.894
C -2.4705 1.6506 1.6544 2.318 2.931 1.308
C -4.3917 1.8836 0.0690 1.445 -1.713 2.578
C -0.9377 -3.8188 -0.4410 -1.912 3.814 -1.384
C 0.0100 1.0677 -1.8625 -2.674 -6.628 1.018
C -4.0142 -0.0221 1.3589 0.870 -6.338 5.341
C 0.7328 -2.0942 -0.5393 -0.448 -0.126 2.204
C 0.3066 -3.4150 -0.4648 9.244 -0.404 0.408
C -2.7923 0.3413 2.0519 -2.246 3.232 -2.465
C 0.7331 0.8082 0.4485 0.085 8.776 -3.867
C -0.3238 -1.2415 -0.3209 1.591 4.147 -2.665
C 2.9660 -2.5423 -0.3520 4.569 -1.410 0.499
C -3.1405 2.3835 0.6507 -4.948 0.126 -1.137
C -2.9850 3.8792 0.1349 -1.413 -2.395 15.757
C 1.9812 0.9843 2.6391 3.873 -8.098 -4.370
C -4.9177 0.6286 0.5612 8.116 5.813 2.675
C 1.0001 0.4034 1.6758 -3.115 -6.638 8.804
C -1.9340 -2.9705 -0.6631 -0.715 6.758 1.009
C 6.6662 0.3562 -1.0681 4.968 3.228 -6.287
H -0.0563 0.4635 2.2362 1.688 0.358 -1.153
H -3.8122 4.5065 0.2933 -1.134 0.577 0.388
H -3.1703 3.2694 -1.8851 0.882 1.834 2.144
H -2.1240 4.1458 0.7964 -0.691 0.953 0.406
H -3.0120 -5.2440 -1.4285 1.000 -0.791 2.944
H -2.9448 -3.1013 -0.6498 -2.401 -1.235 -0.202
H 6.3822 1.8864 -2.8195 0.064 0.276 -0.081
H -1.6392 2.3286 2.2536 -1.772 -2.002 -1.638
H 2.9327 -3.2441 0.5340 -0.782 1.153 -0.438
H 1.1140 -4.2892 -0.3231 -1.907 2.100 -0.537
H -4.2617 -1.1911 1.8731 0.007 3.148 -2.171
H -0.0511 0.1687 -2.6251 -0.676 1.708 1.460
H 3.1384 -3.4849 -1.2302 -1.044 3.602 1.634
H 7.6646 0.0170 -1.5210 -1.533 -0.233 1.460
H 0.9924 -0.7295 1.7435 0.682 0.963 -0.140
H 4.0147 -1.9798 -0.1359 -2.523 -1.360 -1.090
H 2.1285 0.3393 3.4650 -0.299 0.343 1.293
H -2.4922 -6.6494 -0.2876 0.392 0.499 -0.047
H -2.1640 -0.7021 -0.3575 -2.749 1.517 -0.298
H 2.9937 2.0858 0.4173 -7.551 7.803 -1.811
H -0.3089 2.9919 -0.6617 -3.327 0.952 -1.179
H 0.8510 1.5236 -2.2705 1.595 1.664 0.748
H -4.9805 2.4017 -0.6745 0.352 0.353 -0.095
H -3.0141 -5.1863 0.4150 -2.692 2.457 4.297
H 1.9584 1.9066 2.5495 -0.764 8.929 0.889
H -5.4709 0.1583 -0.0230 -5.948 -4.179 -4.248
H -2.1389 4.7380 -1.5132 -0.666 0.878 0.356
H -2.2282 -0.1059 2.8760 -0.702 -0.469 -0.620
```
Forces are in eV/Å.

As for the SMILES: COc1ccc(N(CC(=O)NCCc2ccccc2)C(=O)CCC(=O)Nc2nccs2)c(OC)c1. Its multiplicity is 1. As for the strongest force on any atom: 19.90 eV/A. For the frontier orbital gap, the calculation gives 8.10 eV. The value obtained for the energy above the lowest of the compared OMol25 structures with the same formula, charge and spin is 482.4 kcal/mol. Its calculated total energy is -53393.5543 eV. For the highest occupied orbital energy, the calculation gives -7.65 eV.

Atomic partial charges in e from the Mulliken method, atoms 1 to 4: S -0.034; O -0.616; O -1.095; O -0.454

---

3.
A structure of composition C25H29B3F32NO11P, computed with ωB97M-V/def2-TZVPD.

```
102
Properties=species:S:1:pos:R:3:forces:R:3
P 2.2440 2.7974 -1.3321 -0.591 -0.343 1.608
F -6.2412 -1.7998 -6.1454 0.050 -0.086 -0.022
F -2.6951 -6.7305 1.4592 0.015 0.100 0.048
F 1.1663 4.0600 5.7864 -0.205 -0.179 0.139
F 5.4615 10.4637 4.5546 0.014 -0.074 -0.047
F 1.6631 0.5213 1.4427 -0.134 -0.206 -0.225
F 3.2091 7.3618 6.0545 0.191 0.011 -0.082
F -0.0796 -0.2036 4.3993 0.068 0.125 0.035
F -3.4696 -1.8137 -5.4927 -0.047 -0.073 0.045
F -3.1743 -4.6242 -0.3781 -0.054 -0.024 0.150
F -1.4019 -5.3344 3.3747 -0.052 -0.057 -0.016
F 5.5606 8.8415 6.0188 -0.069 -0.049 -0.055
F -3.4564 -3.8459 -3.7178 0.105 0.022 -0.099
F 0.5305 -1.5169 2.7681 0.037 0.060 -0.026
F -6.6760 -4.7079 -0.1291 0.076 0.028 -0.038
F -7.7654 -2.2631 -7.6451 0.081 -0.015 -0.034
F 1.8957 0.6486 6.1690 -0.078 0.014 -0.060
F -3.2217 -7.2827 3.5049 -0.064 0.097 0.159
F -5.8273 -2.7032 -9.5066 -0.051 0.018 0.058
F 4.6988 4.2001 5.6977 -0.165 -0.039 -0.089
F -5.7105 -4.0455 -7.8063 -0.011 0.152 0.084
F -1.7475 -3.1464 -5.6466 0.022 -0.207 -0.042
F -5.3195 -3.8270 1.3183 0.095 -0.048 -0.114
F 1.1016 2.0626 7.6380 0.003 0.034 -0.068
F 5.9387 8.7011 2.5356 -0.004 0.057 0.052
F -5.0857 -4.1063 -5.1402 -0.003 0.105 -0.144
F 5.6656 6.0165 6.4325 -0.100 0.022 -0.001
F 2.5384 0.1892 3.4151 -0.130 -0.059 0.030
F -0.1368 2.4107 5.2333 0.139 -0.063 0.122
F 4.1140 8.2810 3.6324 0.111 0.023 0.125
F -4.6357 -3.2816 -1.2741 -0.223 0.002 0.153
F -2.7569 -4.0295 2.2718 -0.118 -0.050 -0.077
F 3.1515 5.6085 7.3523 0.079 -0.060 -0.065
O 2.2770 -0.0251 -1.9238 0.481 0.462 -0.593
O 2.1493 3.9698 -2.4115 0.242 -0.317 -0.703
O 1.5654 3.1925 -0.0909 -0.310 0.324 0.108
O -5.2576 -6.0440 0.8893 0.539 0.337 -0.115
O 3.7910 2.4947 -1.0445 0.356 0.475 -0.788
O 0.2770 1.0719 -2.5229 0.067 -0.220 -0.120
O -2.0433 0.3406 -1.3252 1.196 -0.156 0.932
O 1.8574 2.6934 4.2164 -0.046 -0.546 0.401
O 5.9503 6.9943 3.9183 -0.210 0.319 0.547
O 1.1574 -0.6117 -3.9113 -0.052 -0.225 0.395
O -4.2274 -2.3555 -8.0422 -0.370 0.019 0.564
N 4.8485 -2.2136 -1.7119 0.038 0.011 -0.055
C 5.0978 5.8823 4.1427 0.069 -0.358 -0.579
C -5.5345 -2.7655 -8.1875 0.476 -0.255 -0.294
C 5.4566 8.2631 3.7242 -0.094 -0.495 -0.361
C -3.0872 -3.0468 -5.8942 -0.245 0.434 -0.192
C 3.6270 -1.3688 -3.6700 0.179 0.227 0.500
C -3.7457 -4.1116 -5.0154 0.002 -0.236 0.295
C -4.8754 -6.2523 2.2400 -0.521 -0.242 0.217
C 3.3272 6.0166 6.0718 -0.173 0.087 0.230
C 5.9662 9.2313 4.7954 0.115 0.196 0.162
C -1.1070 -1.1540 -2.8925 -1.367 0.799 -1.040
C 1.1534 2.7553 5.3921 -0.099 0.224 -0.738
C -4.4582 -4.5261 -0.7898 0.318 0.014 -0.456
C 4.8350 -1.1686 -2.7396 -0.135 -0.407 -0.151
C 4.7063 5.5641 5.5955 0.503 0.338 0.103
C -3.3691 -6.3153 2.5536 -0.042 -0.122 -0.543
C 0.2331 -0.2345 3.0875 -0.128 -0.258 -0.157
C -2.7049 -5.0636 3.1351 0.210 0.066 0.221
C 1.2926 2.1643 3.0193 0.021 0.517 -0.344
C -6.5004 -1.8205 -7.4675 -0.195 0.183 0.089
C 1.4399 0.6525 2.7758 0.373 0.327 0.409
C -3.2521 -3.1723 -7.4187 0.344 -0.125 -0.525
C 1.8318 1.9514 6.5039 0.149 -0.057 0.236
C -2.9129 -0.9293 -0.9253 1.514 -0.945 -0.635
C -2.3119 -0.4294 -2.3530 -1.100 0.448 -0.074
C -5.4209 -4.7791 0.3712 -0.306 -0.222 0.478
B 1.5220 1.1208 -1.9813 0.194 0.186 0.265
B 2.3265 -0.6595 -3.1780 0.033 -0.381 0.226
B 0.1003 -0.1773 -3.1084 -0.077 -0.329 -0.411
H -2.3102 -2.8085 -7.8271 0.000 0.072 0.058
H -0.8932 -1.9964 -2.2399 0.451 -0.143 -0.156
H 4.2303 5.8931 3.4827 -0.148 0.165 0.171
H -4.6201 -5.2509 -1.5906 -0.118 -0.029 0.074
H 4.2500 3.3375 -0.8791 0.040 -0.373 0.076
H -5.2432 -7.2531 2.4612 0.073 -0.039 -0.051
H 7.0571 9.2751 4.7781 -0.016 -0.021 -0.063
H 3.8864 -1.0304 -4.6748 -0.182 -0.071 -0.120
H -0.6356 0.0758 2.5001 0.024 0.061 0.016
H 2.8420 2.3276 6.6810 -0.036 0.057 -0.028
H 5.7473 -2.2285 -1.2410 -0.165 -0.013 0.071
H -3.3689 -5.1093 -5.2578 0.044 0.043 -0.058
H -2.6253 -0.8134 0.1220 -2.034 0.483 0.442
H 3.4296 -2.4427 -3.7263 -0.080 -0.052 -0.291
H -5.4044 -5.5855 2.9208 0.181 0.205 -0.040
H 2.5471 5.5802 5.4581 -0.027 0.002 -0.139
H 5.6982 5.0300 3.8278 0.048 0.001 0.076
H 5.7361 -1.1806 -3.3620 0.107 0.130 0.101
H -6.4085 -0.8080 -7.8660 0.023 -0.038 -0.047
H 1.8746 2.6281 2.2239 -0.013 -0.046 -0.011
H 0.2694 2.5045 2.8656 -0.094 -0.169 0.139
H 4.7176 -3.1280 -2.1336 0.111 0.082 0.018
H -1.4340 -1.4797 -3.8838 0.510 -0.655 0.047
H 4.7543 -0.2132 -2.2235 0.174 0.122 -0.080
H -3.0613 -0.1314 -3.0750 -0.257 0.203 -0.001
H -3.1785 -4.7736 4.0772 -0.045 -0.009 -0.032
H -2.3411 -1.8881 -1.0401 0.676 0.448 0.451
H -3.3286 -4.2131 -7.7336 -0.190 -0.058 0.193
H 2.2941 3.6456 -3.3162 0.009 0.308 0.179
```
Forces are in eV/Å.

Its multiplicity is 1. As for the strongest force on any atom: 2.14 eV/A. For the frontier orbital gap, the calculation gives 8.43 eV. Its calculated total energy is -148690.5064 eV. For the highest occupied orbital energy, the calculation gives -8.60 eV.

Atomic partial charges in e from the Mulliken method, atoms 1 to 4: P 0.572; F -0.195; F -0.264; F -0.330